Entry 1:
Computed, not measured: the ion C5H11OS with charge -1, with the ωB97M-V functional and the def2-TZVPD basis.

Each line ends with the Mulliken charge.
Cartesian coordinates (Å):
1 C -0.0212 -0.2297 -3.0644  -0.79
2 S -1.2733 -0.1733 -1.6903  -0.08
3 C -0.6711 -1.2625 -0.3468  -0.87
4 C 0.3590 -0.6479 0.7010  -0.34
5 C -0.3788 0.4869 1.4865  -0.54
6 C 0.7323 1.4080 2.2211  -0.44
7 O 1.9341 0.8683 2.2815  -0.85
8 H -0.0743 -1.0476 -3.7540  0.28
9 H -0.3870 0.7467 -3.5319  0.23
10 H 1.0031 -0.1351 -2.6625  0.28
11 H -0.2714 -2.1220 -0.8685  0.39
12 H -1.5432 -1.6207 0.2035  0.36
13 H 0.8604 -1.4435 1.2227  0.43
14 H 0.9609 -0.0720 0.0053  0.16
15 H -1.0518 -0.0945 2.1523  0.28
16 H -1.0454 1.0251 0.7633  0.21
17 H 0.1422 1.8632 3.1294  0.17
18 H 0.7256 2.4507 1.7519  0.14

## Properties
**SMILES**: CSCCCC[O-]
**E_LUMO**: 3.14 eV
**Charge**: -1
**Spin multiplicity**: 1

---

Entry 2:
Computed, not measured: a structure of composition C5H11P, with the ωB97M-V functional and the def2-TZVPD basis.

Each line ends with the Mulliken charge.
Cartesian coordinates (Å):
1 C -1.8730 -1.8469 0.4383  -0.72
2 C 1.8742 0.4626 -0.0444  -0.65
3 C 1.0889 -0.7016 -0.6294  -0.59
4 C 0.9127 0.7338 1.0854  -0.44
5 C -1.4312 1.0553 -0.8043  -1.09
6 P -0.4496 -0.1578 0.1862  0.24
7 H -2.7736 -1.3431 0.8572  0.21
8 H -1.1471 -2.2661 1.1481  0.18
9 H 2.8728 0.1304 0.1174  0.31
10 H 1.8387 1.2536 -0.7445  0.26
11 H 1.1265 -0.8631 -1.7169  0.39
12 H 1.3081 -1.7002 -0.1520  0.28
13 H 1.0804 0.0884 2.0689  0.27
14 H 0.7935 1.8523 1.2713  0.31
15 H -1.5493 0.3883 -1.6544  0.35
16 H -2.3036 0.8607 -0.2287  0.29
17 H -1.3684 2.0535 -1.1980  0.40

## Properties
**E_LUMO**: 0.86 eV
**Charge**: 0
**Spin multiplicity**: 1

---

Entry 3:
Computed, not measured: an isolated molecule of C5H11PS, with the ωB97M-V functional and the def2-TZVPD basis.

Each line ends with the Mulliken charge.
Cartesian coordinates (Å):
1 C -0.9635 3.0439 -0.4007  -0.85
2 C -0.4281 1.8892 -0.0918  0.06
3 C -0.8177 0.6007 -0.7179  -0.46
4 C 0.4371 -0.3546 -0.7820  -1.16
5 P 1.2343 -1.0869 0.7662  0.19
6 C -0.3029 -1.8913 1.5041  -0.74
7 S 2.2725 -2.7986 -0.0177  -0.35
8 H -1.8060 3.2679 -1.1283  0.25
9 H -0.4938 3.8615 0.1604  0.25
10 H 0.4219 1.8039 0.6087  0.24
11 H -1.5672 0.0959 -0.1494  0.28
12 H -1.4430 0.7835 -1.6087  0.37
13 H 0.2978 -1.0232 -1.6203  0.50
14 H 1.2340 0.2261 -1.0590  0.55
15 H -0.3064 -3.0256 1.1887  0.31
16 H -0.1422 -1.8049 2.6371  0.26
17 H -1.1169 -1.3069 1.0540  0.16
18 H 3.4901 -2.2807 -0.3432  0.15

## Properties
**SMILES**: C=CCCP(C)S
**E_LUMO**: 0.82 eV
**Charge**: 0
**Spin multiplicity**: 1

---

Entry 4:
Computed, not measured: a cluster of 3 separate species, C5H12 in total, with the ωB97M-V functional and the def2-TZVPD basis.

Each line ends with the Mulliken charge.
Cartesian coordinates (Å):
1 C 1.2469 -0.2815 1.3863  -0.68
2 C 0.7943 -0.7905 0.0341  -0.47
3 C -1.5837 0.0009 -1.4820  -0.86
4 C -2.1356 0.5964 -0.1845  -0.45
5 C 2.1832 -0.0453 0.0692  -0.71
6 H 2.5836 0.8115 1.5654  0.27
7 H 0.6047 0.5310 1.6843  0.32
8 H 0.7192 -1.8853 0.0389  0.10
9 H -1.3632 -1.0475 -1.3217  0.24
10 H -2.3700 0.0529 -2.2502  0.35
11 H -0.7097 0.5193 -1.8627  0.23
12 H -3.0099 0.0420 0.1624  0.25
13 H -1.4027 0.5976 0.6192  -0.01
14 H -2.4470 1.6236 -0.3792  0.28
15 H 1.8047 -0.8991 2.0843  0.41
16 H 2.9968 -0.7602 0.1966  0.35
17 H 2.0885 0.9343 -0.3603  0.38

## Properties
**E_LUMO**: -0.57 eV
**Charge**: 0
**Spin multiplicity**: 1

---

Entry 5:
Computed, not measured: a structure of composition C5H12BrNiO2, with the ωB97M-V functional and the def2-TZVPD basis.

Each line ends with the Mulliken charge.
Cartesian coordinates (Å):
1 Ni 25.1609 4.6129 -5.9730  0.47
2 Br 22.8504 4.5142 -5.4372  -0.37
3 C 19.0358 1.4715 -6.7097  -0.24
4 C 19.0956 -0.0729 -6.5932  -0.56
5 C 19.9881 -0.3252 -5.3915  -0.30
6 O 20.7952 0.8445 -5.2612  -0.07
7 C 20.0643 1.9497 -5.6993  0.45
8 H 18.0626 1.8765 -6.4445  0.39
9 H 19.2981 1.8077 -7.7081  0.11
10 H 19.5454 -0.5279 -7.4729  0.30
11 H 18.1112 -0.5191 -6.4834  0.32
12 H 20.6727 -1.1689 -5.4633  0.33
13 H 19.4428 -0.4171 -4.4386  0.30
14 H 20.7449 2.7579 -6.0080  -0.44
15 H 19.6481 2.3309 -4.7305  0.34
16 C 20.6823 4.3406 -8.8636  -0.57
17 O 20.2614 4.8089 -7.5885  -0.42
18 H 21.1656 5.1322 -9.4440  0.29
19 H 21.3807 3.5011 -8.7845  0.25
20 H 19.8001 4.0303 -9.4206  0.25
21 H 21.0149 4.7480 -6.9910  0.16

## Properties
**<S²>**: 2.006
**E_LUMO (spin up / spin down)**: -4.14 / -8.49 eV
**Charge**: +1
**Spin multiplicity**: 3

---

Entry 6:
Computed, not measured: a cluster of 2 separate species, C5H12ClN3 in total, with the ωB97M-V functional and the def2-TZVPD basis.

Each line ends with the Mulliken charge.
Cartesian coordinates (Å):
1 C -0.9521 -0.0460 1.3821  -1.60
2 C 0.0687 -2.3343 1.1787  -1.62
3 C 1.4192 -0.3103 0.5951  -1.71
4 C -1.5599 1.7787 -3.2071  -0.80
5 C 0.0138 -0.9201 0.5748  1.75
6 N -1.1151 0.8082 -2.2817  0.23
7 N -0.0960 0.6571 -1.7217  -0.34
8 N -0.3355 -1.0749 -0.8133  -0.32
9 Cl -1.9511 -1.4102 -1.1348  -0.10
10 H -1.0534 0.9314 0.9126  0.38
11 H -1.9355 -0.5088 1.4396  0.44
12 H -0.5722 0.0889 2.3921  0.39
13 H 0.7615 -2.9460 0.6058  0.40
14 H -0.9141 -2.8012 1.1519  0.39
15 H 0.4053 -2.2885 2.2119  0.39
16 H 2.0496 -0.8216 -0.1254  0.42
17 H 1.3767 0.7410 0.3278  0.40
18 H 1.8471 -0.4119 1.5885  0.43
19 H -1.8061 1.2546 -4.1325  0.27
20 H -0.8222 2.5665 -3.4018  0.34
21 H -2.4836 2.2103 -2.8145  0.27

## Properties
**<S²>**: 2.009
**E_LUMO (spin up / spin down)**: 0.90 / -1.01 eV
**Charge**: 0
**Spin multiplicity**: 3

---

Max |F| in eV/A, matching the order above: 4.1, 3.9, 2.9, 2.7, 0.7, 4.8